Below is C33H24F3FeN5O6S3 as an isolated structure, with properties calculated with the ωB97M-V functional and the def2-TZVPD basis.

Last column: Mulliken charge in e.
Cartesian coordinates (Å):
Fe 0.67 -1.01 0.39  -0.3878
C -3.51 -0.24 -0.51  -2.0820
C -2.05 -0.58 -0.67  1.3205
N -1.29 -0.75 0.38  1.6180
N -1.95 -0.59 1.60  -1.0048
C -1.28 -0.93 2.64  0.1481
S 0.30 -1.57 2.71  -0.4888
S -2.17 -0.64 4.18  -0.1796
C -2.31 1.18 4.13  -1.2403
C -3.29 1.77 3.14  0.8249
C -2.83 2.45 2.02  0.4319
C -3.73 3.01 1.12  -0.8669
C -5.09 2.89 1.33  -0.5745
C -5.56 2.20 2.44  -0.6240
C -4.66 1.65 3.34  -0.3883
C -1.54 -0.71 -2.03  0.5820
C -2.47 -0.71 -3.09  -1.1780
C -2.12 -0.80 -4.41  -1.0739
C -0.75 -0.87 -4.74  -0.3802
C 0.19 -0.86 -3.75  -0.8385
C -0.16 -0.79 -2.37  0.6096
O 0.81 -0.83 -1.52  -0.2300
H -3.74 -0.01 0.52  0.3753
H -3.74 0.63 -1.13  0.4726
H -4.13 -1.07 -0.84  0.3568
H -2.61 1.44 5.15  0.5717
H -1.32 1.59 3.97  0.2850
H -1.77 2.53 1.81  0.0329
H -3.34 3.53 0.25  0.4936
H -5.79 3.32 0.62  0.3900
H -6.62 2.10 2.61  0.3568
H -5.02 1.10 4.20  0.3584
H -3.52 -0.64 -2.86  0.3323
H -2.87 -0.79 -5.19  0.3621
H -0.44 -0.92 -5.78  0.3837
H 1.25 -0.90 -3.97  0.4079
O 7.63 -1.30 -0.02  -0.7470
C 6.85 -2.21 -0.35  0.5447
O 7.08 -3.35 -0.80  -0.7496
C 5.35 -1.88 -0.15  -0.5952
C 4.37 -2.82 -0.45  -0.9014
C 3.04 -2.51 -0.24  0.6405
N 2.66 -1.32 0.25  0.7552
C 3.58 -0.40 0.51  0.9596
C 4.94 -0.65 0.34  -1.1306
C 3.04 0.88 1.03  0.1435
C 3.79 2.05 1.08  -0.7429
C 3.19 3.20 1.58  -0.7024
C 1.88 3.14 2.02  -0.7665
C 1.21 1.94 1.92  -0.1794
N 1.77 0.84 1.43  0.2605
C 1.92 -3.46 -0.49  0.6976
C 2.08 -4.68 -1.12  -0.8236
C 0.97 -5.50 -1.28  -0.4681
C -0.26 -5.08 -0.79  -0.9860
C -0.33 -3.85 -0.17  -0.1930
N 0.73 -3.06 -0.03  0.5465
H 4.70 -3.78 -0.83  0.5424
H 5.70 0.08 0.58  0.5507
H 4.81 2.07 0.72  0.3782
H 3.74 4.13 1.60  0.3846
H 1.37 4.02 2.38  0.4155
H 0.18 1.84 2.22  0.2754
H 3.05 -4.99 -1.49  0.4186
H 1.07 -6.45 -1.79  0.4153
H -1.15 -5.68 -0.90  0.4056
H -1.25 -3.45 0.23  0.4491
F 1.72 4.16 -1.22  -0.2271
C 0.80 3.58 -2.02  0.3417
F 1.37 2.50 -2.56  -0.2103
F 0.55 4.45 -3.02  -0.2578
S -0.73 3.15 -1.09  1.3933
O -1.71 2.94 -2.13  -0.7826
O -0.96 4.33 -0.26  -0.7053
O -0.33 1.97 -0.35  -0.5258

Computed properties:
Charge ... -2
LUMO level (spin up / spin down) ... 4.07 / 4.07 eV
Energy relative to the best compared isomer or geometry (same formula, charge and spin) ... 77.6 kJ/mol
E_HOMO (spin up / spin down) ... -2.426 / -2.444 eV

***

Below is C36H116N6O25Y as an isolated structure, with properties calculated with the ωB97M-V functional and the def2-TZVPD basis.

Last column: Mulliken charge in e.
Cartesian coordinates (Å):
Y 0.49 -0.65 0.08  -2.1872
O 2.41 0.69 0.19  6.7292
H 2.84 0.98 0.99  -1.6159
H 3.01 0.95 -0.52  -1.2757
O 1.82 -1.26 -1.79  1.4923
H 1.53 -1.69 -2.60  -0.5109
H 2.77 -1.40 -1.77  -0.3496
O -2.63 1.68 -2.08  -0.3099
H -2.20 1.70 -2.93  -0.0121
H -3.02 2.55 -1.99  0.2862
O 1.24 -0.40 2.47  5.1812
H 0.85 -0.87 3.21  -0.4572
H 2.04 -0.01 2.84  -1.4200
O 0.42 1.02 -1.67  1.1409
H 1.14 1.64 -1.55  -0.7517
H 0.13 1.15 -2.57  -0.4137
O -0.43 -2.77 -1.08  -0.3843
H -0.48 -2.85 -2.03  -0.1085
H -0.73 -3.61 -0.75  0.2203
O -0.51 1.86 3.68  -0.8258
H -1.13 1.60 4.36  0.3394
H 0.32 1.47 3.94  -0.2266
O -0.67 -2.38 -3.77  -0.5651
H 0.12 -2.73 -4.18  -0.0277
H -1.31 -2.35 -4.48  0.0522
O -0.91 -1.85 1.57  1.3278
H -0.82 -2.15 2.48  -0.1069
H -1.85 -1.95 1.39  -0.6222
O -1.73 -0.39 -0.89  2.6651
H -2.08 0.38 -1.34  -0.7485
H -2.32 -1.10 -1.13  -0.6124
O -0.39 1.75 -4.05  -0.5220
H -1.18 1.69 -4.60  0.1941
H 0.32 1.91 -4.67  0.1799
O -0.69 1.07 1.11  3.1350
H -0.54 1.31 2.03  -1.0747
H -1.26 1.76 0.78  -0.7498
O 1.75 -2.48 0.73  0.5267
H 2.42 -2.53 1.41  -0.0469
H 1.77 -3.34 0.32  0.1293
C -4.41 -2.75 -5.70  -0.5193
O -4.40 -2.67 -4.26  -0.4285
C -4.19 -1.33 -3.74  -0.6085
C -4.43 -1.34 -2.19  -0.7824
N -3.55 -2.36 -1.52  -0.3394
C -4.05 -2.95 -0.23  -1.2864
C -4.55 -2.02 0.85  -1.0897
O -3.48 -1.39 1.49  -0.0185
C -3.91 -0.34 2.29  -0.9801
H -5.05 -1.97 -6.11  0.3173
H -4.67 -3.79 -5.90  0.2647
H -3.36 -2.68 -5.99  0.0977
H -4.90 -0.67 -4.23  0.6480
H -3.20 -0.87 -3.85  -0.0451
H -5.47 -1.58 -2.02  0.6416
H -4.38 -0.33 -1.79  0.0845
H -3.50 -3.02 -2.28  0.3140
H -3.37 -3.66 0.24  0.3567
H -4.85 -3.64 -0.47  0.6657
H -5.20 -2.60 1.50  0.4883
H -5.24 -1.32 0.37  0.7091
H -3.08 0.06 2.87  -0.0672
H -4.69 -0.65 2.99  0.3639
H -4.41 0.40 1.67  0.3241
C -4.72 -4.94 6.28  -0.8009
O -4.06 -4.14 5.35  -0.3126
C -2.99 -4.86 4.66  -0.8466
C -2.29 -4.00 3.59  0.0783
N -1.52 -2.82 4.15  -0.5298
C -0.28 -3.30 4.82  -0.6953
C 0.37 -2.19 5.68  -0.9709
O 1.15 -1.25 4.90  -0.2389
C 1.50 -0.08 5.59  -1.1878
H -5.66 -5.25 5.81  0.2793
H -4.85 -4.23 7.10  0.2535
H -4.20 -5.83 6.62  0.3588
H -3.34 -5.83 4.31  0.5399
H -2.31 -5.24 5.42  0.4423
H -3.02 -3.69 2.84  -0.3673
H -1.62 -4.67 3.06  0.2743
H -2.13 -2.32 4.77  0.3515
H 0.41 -3.67 4.06  0.2164
H -0.55 -4.14 5.46  0.5541
H 1.15 -2.72 6.23  0.3326
H -0.36 -1.76 6.36  0.4614
H 2.07 -0.32 6.48  0.3855
H 0.56 0.45 5.79  0.3788
H 2.02 0.67 4.99  0.1989
C 1.67 3.91 2.00  -0.9689
O 2.29 2.62 2.22  0.1439
C 3.60 2.78 2.74  -1.0513
C 4.50 1.58 2.31  -0.8863
N 4.02 0.28 2.74  -0.1593
C 4.82 -0.83 2.15  0.1611
C 4.68 -2.13 2.97  -1.4677
O 3.37 -2.71 2.79  -0.4096
C 3.30 -3.81 3.62  -0.9404
H 0.77 3.78 1.41  -0.3406
H 2.32 4.57 1.42  0.4754
H 1.38 4.41 2.92  0.4439
H 3.60 2.88 3.83  0.4266
H 4.17 3.66 2.46  0.6403
H 5.49 1.74 2.73  0.7563
H 4.62 1.64 1.22  -0.3208
H 4.18 0.17 3.73  0.3648
H 5.88 -0.57 2.18  0.6183
H 4.51 -0.93 1.11  -0.8434
H 4.89 -1.92 4.02  0.5624
H 5.50 -2.83 2.78  0.5489
H 3.98 -4.62 3.35  0.3312
H 2.27 -4.17 3.60  0.1517
H 3.64 -3.56 4.63  0.3758
C 4.94 -2.79 -1.37  -1.0970
O 4.30 -1.52 -1.49  0.1536
C 5.16 -0.69 -2.28  -0.9579
C 5.12 0.76 -1.72  -0.9902
N 3.82 1.41 -1.89  -0.7424
C 3.99 2.86 -1.64  -0.2950
C 2.79 3.71 -2.04  -1.3137
O 1.51 3.36 -1.47  0.1361
C 0.48 4.33 -1.58  -0.7807
H 5.89 -2.81 -0.85  0.4040
H 4.79 -3.45 -2.23  0.2227
H 4.27 -3.44 -0.80  0.1879
H 5.01 -0.74 -3.36  0.3147
H 6.22 -0.87 -2.14  0.5825
H 5.81 1.35 -2.33  0.6608
H 5.60 0.77 -0.74  0.2005
H 3.63 1.23 -2.87  0.1376
H 4.83 3.28 -2.21  0.5153
H 4.06 2.93 -0.56  -0.0304
H 2.72 3.67 -3.13  0.3687
H 2.98 4.76 -1.81  0.5706
H -0.42 4.01 -1.05  -0.0951
H 0.14 4.52 -2.60  0.3304
H 0.83 5.28 -1.17  0.4189
C -2.62 10.96 2.64  -0.7150
O -2.40 9.57 2.55  -0.2966
C -3.10 8.72 3.49  -0.7892
C -3.25 7.18 3.18  -0.3715
N -1.89 6.57 3.33  -0.2867
C -1.98 5.18 2.90  -1.1369
C -1.70 4.93 1.44  -0.3075
O -1.97 3.61 1.16  -0.1939
C -3.36 3.27 1.10  -0.7213
H -1.85 11.38 1.98  0.2288
H -2.40 11.28 3.65  0.3130
H -3.65 11.23 2.39  0.2908
H -4.12 9.11 3.44  0.4439
H -2.73 8.96 4.49  0.3863
H -3.64 7.08 2.17  0.2485
H -4.01 6.72 3.81  0.3517
H -1.14 7.06 2.86  0.3101
H -2.96 4.82 3.22  0.4817
H -1.31 4.52 3.44  0.0007
H -0.65 5.14 1.21  0.3760
H -2.41 5.54 0.89  0.4093
H -3.99 3.94 0.52  0.4105
H -3.80 3.24 2.10  0.3469
H -3.50 2.32 0.59  -0.2047
C 1.41 -5.06 -3.22  -1.1220
O 1.66 -3.69 -3.44  0.2486
C 2.48 -3.53 -4.59  -0.1487
C 1.84 -3.91 -5.92  -1.7236
N 0.64 -3.08 -6.28  -0.0416
C 0.98 -1.76 -6.75  -0.7376
C -0.30 -0.97 -7.07  0.2958
O -1.05 -1.63 -8.12  -0.3757
C -0.48 -1.56 -9.46  -0.7094
H 2.32 -5.63 -3.08  0.2842
H 0.75 -5.48 -3.98  0.3319
H 0.82 -5.17 -2.31  0.1789
H 3.42 -4.08 -4.48  0.6497
H 2.77 -2.48 -4.62  -0.0085
H 1.59 -4.97 -5.89  0.5677
H 2.58 -3.83 -6.72  0.5003
H 0.27 -3.58 -7.08  0.3308
H 1.58 -1.88 -7.66  0.5249
H 1.63 -1.25 -6.05  0.1717
H -0.10 0.08 -7.30  0.4130
H -0.96 -1.00 -6.21  -0.5236
H -1.01 -2.10 -10.25  0.2785
H 0.53 -1.97 -9.46  0.2724
H -0.42 -0.49 -9.70  0.3129

Computed properties:
Charge ... +3
LUMO level ... -5.88 eV
E_HOMO ... -13.458 eV

***

| no. | DFT total energy (hartree) | maximum force (hartree/bohr) |
| --- | --- | --- |
| 1 | -4755.25893 | 0.02557 |
| 2 | -3688.27012 | 0.07184 |